[1]
20
Properties=species:S:1:pos:R:3:forces:R:3:mulliken_charge:R:1 method="wB97M-V/def2-TZVPD" e_above_lowest_kcal_mol=43.05 total_charge=0 gap_ev=9.546 energy_ha=-365.3739
C -1.0649 0.3743 0.3305 -0.792 -0.053 2.002 -0.596
O -1.4518 -0.4118 1.5573 -1.496 0.629 -1.547 -0.561
C 0.3836 0.0779 0.0241 1.472 0.298 -1.977 0.634
C 1.3755 1.2612 -0.2063 -0.719 2.432 1.029 -0.952
C 1.9872 1.9920 1.0586 -1.359 -2.012 1.015 -1.043
N 0.4635 -0.7508 -1.2133 -0.368 -2.574 -0.724 -0.701
H -1.5407 0.0843 -0.5970 -0.878 -0.398 0.278 0.351
H -1.3711 1.4108 0.5357 0.646 -0.033 -0.033 0.318
H -2.4542 -0.3747 1.6632 2.028 0.019 -0.382 0.305
H 0.8670 -0.5961 0.7338 -0.450 0.336 0.577 0.230
H 2.1900 0.8925 -0.7174 1.735 -1.304 -1.201 0.468
H 1.0320 2.0847 -0.9005 -0.420 -0.947 0.684 0.313
H 2.7056 2.8090 0.8847 -0.369 -0.526 -0.239 0.349
H 2.4237 1.1959 1.7627 -0.235 1.186 -1.075 0.264
H 1.1158 2.3598 1.6247 0.449 0.354 -0.001 0.269
H 0.3886 -0.4378 -2.2046 -0.154 0.371 1.698 0.188
H -0.0199 -1.7028 -1.1193 0.893 2.195 -0.112 0.175
H -2.0755 -3.4463 -1.8652 -1.007 0.239 1.665 0.318
H -2.2638 -3.5914 -0.2496 -0.804 0.802 -2.244 0.332
O -2.6908 -3.2307 -1.1022 1.830 -1.014 0.587 -0.659

***

[2]
20
Properties=species:S:1:pos:R:3:forces:R:3:mulliken_charge:R:1 method="wB97M-V/def2-TZVPD" e_above_lowest_kcal_mol=30.47 total_charge=0 gap_ev=9.270 energy_ha=-365.3939
C -0.1335 1.1688 0.4215 -0.587 -0.831 -0.454 -0.942
N -1.2397 0.3220 -0.0309 -0.739 0.721 -0.762 -0.144
C -1.9300 1.0121 -1.1464 0.670 0.138 0.753 -1.084
C -0.9161 -0.9945 -0.5488 0.142 -0.991 0.818 -0.488
C 0.0546 -1.7812 0.3291 -0.928 0.286 -0.079 -0.783
O 1.3771 -1.3453 0.1147 0.723 0.078 -0.138 -0.476
H -0.5967 2.0490 0.8434 0.130 0.259 0.377 0.367
H 0.4813 1.4828 -0.4267 0.427 0.028 -0.065 0.303
H 0.4488 0.6073 1.1446 0.188 0.361 0.117 0.401
H -1.1796 1.0350 -1.9455 -0.522 0.057 -0.651 0.446
H -2.8596 0.5128 -1.4033 0.129 -0.265 -0.274 0.286
H -2.1850 2.0505 -0.9286 0.083 -0.058 0.382 0.323
H -1.8403 -1.5798 -0.4833 -0.105 0.081 -0.272 0.350
H -0.5938 -1.0344 -1.5984 0.218 0.307 -0.027 0.369
H -0.3058 -1.5847 1.3442 0.426 -0.126 0.286 0.344
H -0.0868 -2.8473 0.1369 0.241 -0.003 -0.118 0.447
H 2.0317 -2.0351 0.2737 -0.419 -0.051 0.098 0.295
H 3.2654 0.2967 0.9608 -0.069 0.011 0.297 0.310
H 2.9068 1.7195 1.2636 -0.003 0.110 0.163 0.309
O 3.3011 0.9456 1.6792 -0.006 -0.113 -0.450 -0.633

***

[3]
20
Properties=species:S:1:pos:R:3:forces:R:3:mulliken_charge:R:1 method="wB97M-V/def2-TZVPD" e_above_lowest_kcal_mol=38.28 total_charge=0 gap_ev=8.891 energy_ha=-365.3815
C -1.0569 -0.3032 1.9353 -0.339 -0.545 -1.590 -1.250
C 0.4401 -0.2529 1.8569 1.222 0.899 -0.743 0.769
C 1.0531 0.5359 0.9579 -1.667 0.753 0.660 -0.433
N 0.2417 1.4716 0.1761 1.168 0.329 0.617 -0.635
C 1.2803 -0.9413 2.9015 -0.526 0.149 0.588 -1.313
H -1.5421 -0.4156 0.9428 0.722 -0.017 0.048 0.335
H -1.3609 -1.2341 2.4258 -0.300 0.765 0.734 0.383
H -1.4929 0.6710 2.2013 -0.014 -0.529 1.000 0.287
H 2.1042 0.7704 0.9727 0.358 -0.494 -0.055 0.339
H 0.9076 2.1476 -0.1953 -0.079 -0.294 -0.625 0.284
H -0.1683 2.0757 0.8916 -0.669 -0.283 -0.158 0.237
H 1.6756 -1.8880 2.5434 -0.118 -0.268 0.315 0.262
H 2.0937 -0.3464 3.3042 0.448 0.282 -0.628 0.364
H 0.6859 -1.0279 3.8157 -0.200 -0.746 -0.193 0.375
H 1.2088 -2.7456 -2.3968 -0.457 -0.851 0.514 0.315
H -0.0971 -2.2514 -2.7371 -0.583 -0.609 0.383 0.316
O 0.2746 -3.0247 -2.2699 1.033 1.461 -0.872 -0.635
H -2.3797 2.3733 -5.0478 0.177 -0.316 1.112 0.317
H -1.5664 1.9277 -6.2979 0.005 -0.059 0.340 0.319
O -2.3012 2.4579 -5.9804 -0.182 0.376 -1.447 -0.636

***

[4]
20
Properties=species:S:1:pos:R:3:forces:R:3:mulliken_charge:R:1 method="wB97M-V/def2-TZVPD" e_above_lowest_kcal_mol=54.65 total_charge=0 gap_ev=8.712 energy_ha=-365.3554
C -2.6537 -2.1777 -0.0579 -1.658 -3.008 -0.966 -1.006
C -1.5589 -2.5744 0.9118 0.532 -1.119 -0.139 0.396
C -1.3600 -3.8709 1.3727 -1.271 1.767 -0.059 -0.824
C -0.0873 -0.5639 0.2514 -2.201 -2.854 0.195 -0.852
N -0.7946 -1.4125 1.2497 0.936 -0.875 -1.094 -0.255
H -3.0346 -3.0057 -0.7629 0.888 0.682 1.090 0.299
H -2.3776 -1.4173 -0.7466 0.346 0.979 -0.172 0.318
H -3.5946 -1.9366 0.4528 0.409 0.526 0.192 0.269
H -2.1747 -4.6152 1.1343 1.156 0.837 0.098 0.229
H -0.6232 -4.1891 2.1502 -0.551 0.650 -0.939 0.289
H -0.6358 0.2182 -0.2097 -0.737 1.346 0.249 0.327
H -0.0879 -1.2878 -0.5467 1.265 -0.077 -0.740 0.307
H 0.8589 -0.2719 0.6114 1.117 0.253 0.168 0.301
H -0.9753 -1.0593 2.1251 -0.231 0.900 2.115 0.203
H 4.4860 5.1822 -2.5238 -0.813 1.283 0.949 0.352
H 4.2924 5.4941 -1.0050 -0.366 0.992 -1.911 0.334
O 4.0422 5.8533 -1.9209 1.275 -2.327 1.067 -0.699
H 2.5099 4.3939 -1.2213 -0.563 -0.135 -0.579 0.324
H 1.9483 3.5289 -0.1621 -0.395 -0.308 -0.083 0.315
O 1.8207 3.7117 -1.1025 0.860 0.488 0.561 -0.626

***

[5]
20
Properties=species:S:1:pos:R:3:forces:R:3:mulliken_charge:R:1 method="wB97M-V/def2-TZVPD" e_above_lowest_kcal_mol=48.64 total_charge=0 gap_ev=9.594 energy_ha=-365.3650
C -1.4140 -1.5718 -1.4536 0.307 -0.181 0.841 -0.973
N -0.2789 -0.6276 -1.3763 -1.226 -0.712 -1.468 -0.288
C 0.1984 0.0055 -0.1515 0.884 -0.623 -1.151 -0.486
C 0.8791 1.3675 -0.5548 -1.956 -2.106 0.599 -0.469
C 1.0338 2.0638 0.7800 0.640 1.863 0.453 -0.579
O -0.1563 2.3333 1.5065 -0.773 0.468 -0.481 -0.563
H -1.4984 -1.9194 -2.4785 0.305 -0.189 -0.151 0.311
H -1.1462 -2.4236 -0.8262 -0.598 -0.186 -0.585 0.326
H -2.4596 -1.2405 -1.2269 0.788 0.301 0.433 0.284
H -0.5473 -0.0028 -2.1261 0.790 0.810 0.421 0.219
H -0.6288 0.1374 0.5589 0.205 0.371 -0.020 0.391
H 0.9644 -0.6724 0.3336 -0.841 0.743 -0.424 0.255
H 1.8052 1.2529 -1.0965 0.685 -0.441 0.405 0.294
H 0.2374 1.7557 -1.3796 -0.014 0.790 1.235 0.379
H 1.4327 3.0730 0.5791 0.232 -0.344 0.303 0.311
H 1.7010 1.5466 1.5025 0.092 0.014 -1.003 0.311
H -0.3540 1.6947 2.1899 0.273 -0.340 -0.064 0.330
H 0.6111 -3.3141 0.6060 -0.535 0.309 -0.973 0.332
H -0.8041 -2.4028 0.6919 0.895 -0.583 -0.509 0.264
O -0.0650 -2.8613 1.1049 -0.154 0.035 2.140 -0.649

***

[6]
20
Properties=species:S:1:pos:R:3:forces:R:3:mulliken_charge:R:1 method="wB97M-V/def2-TZVPD" e_above_lowest_kcal_mol=64.01 total_charge=0 gap_ev=8.725 energy_ha=-365.3405
C 1.0533 -2.6730 0.4908 2.056 -1.054 -2.033 -1.195
C 0.2298 -1.5280 0.0283 2.579 0.992 1.232 -0.244
C 0.7775 -0.3107 0.1075 1.986 1.585 -1.128 -0.240
N 0.4950 0.6775 -0.8882 -1.343 -1.555 1.289 -0.286
C 1.3382 1.7106 -1.3468 0.879 2.362 0.800 -0.887
H 2.1468 -2.4326 0.6531 -1.190 0.249 -0.407 0.299
H 1.1156 -3.5736 -0.2460 -0.554 1.599 1.175 0.285
H 0.7488 -2.9904 1.4100 -1.058 -1.569 2.506 0.316
H -0.7461 -1.5803 -0.3059 -1.725 -0.647 -1.371 0.515
H 1.6091 0.0419 0.7590 -0.216 -0.986 -0.478 0.377
H 0.0732 0.1000 -1.5711 -0.508 0.464 -1.287 0.172
H 2.4218 1.5351 -1.2286 -0.274 0.039 0.768 0.316
H 1.0418 2.7695 -0.9366 0.744 -1.842 -0.523 0.198
H 1.3163 1.8065 -2.4102 -0.690 -0.016 -0.842 0.362
H -1.3886 2.4248 0.6655 -0.315 0.948 -0.290 0.264
H -0.5003 1.2497 0.6438 1.891 -0.851 -1.160 0.417
O -1.3032 1.5433 0.9883 -1.956 0.370 1.834 -0.687
H -2.6470 0.3464 1.2740 -2.818 -0.045 -0.835 0.419
H -4.1648 0.8288 0.8523 0.787 -0.221 0.217 0.274
O -3.6173 0.0547 1.0609 1.724 0.178 0.533 -0.673